DFT (wB97M-V/def2-TZVPD) results for a molecular structure, C32H76BrInN8O9PS.

Values from the calculation:
2S+1: 1
Charge: -1

Geometry as XYZ:
```
129
Properties=species:S:1:pos:R:3:forces:R:3:lowdin_charge:R:1
H 6.206 -4.806 -3.503 0.0239 0.0257 -0.0257 0.087
C -0.435 -1.013 1.535 0.3506 -0.6046 0.1625 -0.292
C 4.297 11.406 5.412 0.0155 -0.1133 -0.0582 -0.060
H -9.960 -5.170 -6.581 -0.0065 -0.0138 -0.0138 0.083
C -1.945 -1.972 -1.971 -0.2560 -0.3303 0.0689 -0.193
H -7.904 -1.648 0.789 -0.0077 0.0008 0.0222 0.089
H 3.878 12.401 5.279 -0.0094 0.0156 -0.0081 0.081
In 0.334 -2.539 2.955 -0.0425 0.7483 -0.0302 0.455
H 1.256 -2.233 7.001 0.0149 -0.0311 0.0822 0.089
C -7.034 -5.849 -5.214 0.1347 -0.0146 0.0631 -0.338
H -0.822 -3.452 -3.061 0.0913 -0.0172 -0.0088 0.101
C -0.506 3.000 1.921 -0.0556 -0.1021 -0.2366 -0.016
O 5.287 -4.956 0.595 0.3090 -0.2157 0.1252 0.014
H 4.025 5.208 1.052 -0.0050 -0.0142 0.0015 0.125
H 6.430 8.966 -3.067 0.0006 0.0023 -0.0174 0.090
H -2.098 -5.392 -2.627 -0.1402 -0.0720 -0.1948 0.104
C 3.500 11.141 3.116 -0.0828 -0.0446 -0.0739 -0.343
H 4.234 -4.322 1.974 0.0128 0.2157 -0.0117 0.012
C -0.473 -1.577 0.099 0.0489 0.1097 0.3826 -0.318
H -1.734 5.501 2.158 -0.0226 0.0174 0.0055 0.086
H -3.077 -5.523 0.898 0.0888 -0.0204 0.0281 0.049
O 2.758 3.883 1.941 0.0077 0.1147 0.0421 0.003
C -2.568 -4.441 -2.353 0.2434 0.0094 0.3182 -0.226
H 3.115 1.653 0.354 -0.0012 -0.0148 -0.0022 0.100
C 6.842 -4.825 -2.615 -0.0874 -0.1076 0.0572 -0.068
H -2.830 -6.670 -0.398 0.1608 -0.0528 -0.1213 0.067
H -4.335 -5.133 -1.369 -0.1070 0.0473 0.0820 0.096
H -3.005 -1.949 -2.249 -0.0258 0.1414 -0.1126 0.095
O -6.849 -4.945 -4.425 -0.0269 -0.0001 -0.0570 0.010
P 2.151 -3.898 1.721 -0.6889 -0.4968 0.1956 0.403
H 3.796 10.927 6.255 0.0002 0.0253 0.0226 0.090
H -7.444 -7.720 -6.869 0.0167 -0.0077 0.0051 0.082
C -2.673 -5.630 -0.109 -0.2846 0.1129 0.1051 -0.103
C -3.380 -4.683 -1.080 -0.1288 -0.2749 -0.1273 -0.259
C -1.829 3.279 -0.081 0.0667 0.1069 -0.1290 -0.359
C 1.921 -3.923 5.869 0.1768 0.2676 0.0689 -0.619
N 5.198 8.635 -1.399 -0.0999 0.1242 0.0148 -0.192
H 2.084 -1.416 4.820 -0.0012 0.1593 -0.2341 0.034
H -7.614 -3.546 -2.782 -0.0071 -0.0460 0.0017 0.050
C -9.153 -4.937 -5.891 0.0745 -0.0119 0.0375 -0.040
H 4.723 10.570 -0.736 -0.0354 0.0257 0.0541 0.091
H 1.941 -3.769 -0.356 -0.1084 -0.1228 -0.2789 0.023
H 5.755 -7.113 -2.451 0.0132 0.0105 -0.0188 0.081
H -9.202 -7.628 -6.681 0.0087 -0.0305 -0.0194 0.088
H -8.417 -4.526 -1.550 -0.0274 -0.0192 -0.0703 0.089
C 3.431 4.276 1.006 -0.0167 -0.0823 0.0000 -0.354
H 2.446 -3.856 4.919 -0.0699 -0.1768 -0.1203 0.025
H -2.599 -1.817 0.098 -0.0548 -0.1345 -0.0205 0.096
H -9.095 -2.945 -2.004 -0.0136 -0.0390 -0.0238 0.084
O -1.180 2.464 -0.707 0.0224 0.0074 0.0003 0.012
H 0.312 -1.088 -0.486 -0.0142 -0.0508 -0.2037 0.109
H -0.690 1.928 1.998 0.0048 -0.0035 0.0266 0.082
C -7.877 -2.703 0.514 0.0770 -0.0015 -0.0401 -0.047
N -8.127 -5.960 -5.996 -0.0906 -0.0467 -0.0896 -0.199
H 4.838 5.100 -0.923 0.0561 0.0056 -0.0028 0.047
C 5.378 8.805 -2.829 0.0092 -0.0531 0.0498 -0.043
H 3.020 2.028 -1.379 0.0122 -0.0004 -0.0158 0.088
N -7.358 -2.866 -0.832 -0.1217 -0.0233 -0.0558 -0.194
H 5.929 -7.250 -0.685 -0.0076 -0.0207 0.0004 0.092
N -1.590 3.647 1.190 -0.0514 0.0427 0.1700 -0.191
H 2.665 -3.998 6.656 0.0232 0.0098 0.0540 0.042
H 6.358 -3.558 -0.426 0.0188 -0.0254 0.0135 0.142
C 1.041 -1.740 4.896 0.1124 -0.4574 0.2713 -0.311
H -2.867 4.264 2.734 -0.0209 0.0325 0.0089 0.088
C -1.452 -3.415 -2.169 0.0197 -0.0605 -0.2681 -0.208
C 4.343 9.549 -0.661 0.1144 -0.0803 -0.3035 -0.058
H 1.737 2.553 -0.276 -0.0124 -0.0212 -0.0604 0.074
O -5.397 -1.882 -0.270 -0.0572 0.0651 0.0139 0.021
C 5.915 -4.566 -0.367 -0.2501 0.1786 0.0331 -0.318
H -3.211 -4.127 -3.178 -0.0723 -0.0153 -0.0559 0.098
H 3.326 9.523 -1.057 -0.0232 0.0232 0.0440 0.094
H 4.797 9.663 -3.159 -0.0134 0.0136 0.0051 0.083
H 5.055 9.011 5.098 0.0034 0.0076 0.0204 0.086
C 5.525 -6.644 -1.496 -0.0385 0.0704 0.0175 -0.036
H -7.241 -3.217 1.235 -0.0060 0.0059 0.0195 0.094
H 7.191 -3.813 -2.419 0.0005 0.0192 0.0081 0.080
C -6.110 -2.422 -1.091 0.1383 0.0230 -0.0446 -0.350
H -0.428 3.433 2.915 -0.0156 0.0419 0.0027 0.091
O 6.557 6.816 -1.354 -0.0320 0.0874 -0.0212 -0.002
C -8.167 -3.504 -1.848 0.0107 0.0983 0.2026 -0.071
C -8.304 -7.055 -6.924 -0.0533 0.1101 0.0492 -0.063
C -1.831 -1.404 -0.560 0.2249 0.3506 -0.0192 -0.220
C -2.370 4.668 1.848 0.0471 -0.1216 0.0237 -0.072
H 0.219 -0.145 1.601 -0.0956 0.1827 -0.0334 0.009
N 1.719 -5.401 1.492 -0.0019 0.2188 -0.1483 -0.239
H 5.047 7.916 -3.366 0.0003 0.0049 -0.0186 0.091
H 7.707 -5.460 -2.819 0.0183 0.0268 -0.0277 0.084
H -2.683 3.822 -0.529 -0.0111 -0.0417 0.0177 0.127
H -6.309 -6.668 -5.359 -0.0054 0.0120 0.0042 0.136
H -5.796 -2.600 -2.134 0.0017 -0.0163 0.0217 0.138
O 3.320 10.522 2.083 0.0115 0.0986 0.0331 0.004
H -8.392 -6.685 -7.948 0.0074 -0.0317 -0.0172 0.088
H 5.147 3.466 -1.513 0.0236 0.0278 -0.0372 0.093
N 3.540 3.646 -0.176 0.0311 0.0373 -0.0685 -0.188
H -3.130 5.045 1.166 -0.0116 0.0026 -0.0101 0.076
H -9.547 -4.894 -4.875 -0.0169 0.0128 -0.0009 0.090
N 6.107 -5.311 -1.471 0.1183 -0.0821 -0.1496 -0.195
O 2.544 -3.307 0.231 0.2302 0.2990 0.0291 -0.268
C 5.835 7.622 -0.793 0.1325 -0.1179 0.1120 -0.368
H 4.311 9.267 0.385 -0.0204 0.0096 0.0681 0.053
H -0.217 -2.638 0.117 0.0193 -0.0299 -0.0842 0.043
H -2.028 -0.329 -0.618 -0.1295 0.0240 0.0605 0.103
C 4.364 4.178 -1.243 -0.1878 -0.1909 0.0369 -0.053
C 0.981 -2.733 6.065 -0.1379 0.0806 0.0076 -0.409
H -0.039 -3.092 6.210 -0.0523 -0.0244 -0.0407 0.065
H -8.741 -3.957 -6.132 -0.0156 0.0135 0.0020 0.094
H 0.435 3.147 1.396 0.0648 0.0070 0.1336 0.058
H 3.770 8.576 3.951 0.0086 -0.0177 0.0005 0.097
H 5.359 11.504 5.647 -0.0016 0.0252 0.0234 0.089
H 0.831 -5.550 1.964 0.0285 -0.1714 0.0522 -0.094
H 5.642 7.583 0.294 -0.0165 -0.0038 -0.0180 0.132
H -8.883 -3.115 0.559 -0.0126 -0.0095 -0.0111 0.080
H 5.327 9.149 3.349 0.0126 -0.0158 0.0067 0.089
H -1.425 -1.316 -2.670 0.0866 0.0952 0.0165 0.102
H 0.450 -0.862 5.163 -0.0554 0.0967 -0.1214 0.025
N 4.111 10.635 4.201 0.0758 -0.0096 0.1328 -0.197
C 2.810 2.399 -0.379 0.0067 0.0548 0.0926 -0.020
O 3.598 -3.722 2.413 0.1959 -0.0052 0.1523 -0.268
H -2.286 -3.830 2.289 0.0356 0.1881 -0.1520 -0.325
H -1.436 -0.739 1.869 -0.0469 0.1354 0.0359 0.029
H -1.602 -5.436 -0.058 0.0663 -0.0136 0.0814 0.068
H -0.818 -3.742 -1.344 0.0199 0.0523 0.0149 0.085
Br 1.009 -5.641 5.901 -0.0354 -0.1415 -0.0463 0.582
H 4.445 -6.589 -1.362 -0.0080 -0.0141 0.0236 0.098
C 4.593 9.263 4.147 -0.0531 0.0413 -0.0552 -0.033
H 3.164 12.183 3.250 0.0082 -0.0041 -0.0062 0.133
H -3.621 -3.746 -0.578 0.0631 0.1264 -0.0799 0.076
H 3.754 4.381 -2.126 0.0491 0.0130 -0.0328 0.091
S -1.599 -4.065 3.410 0.1389 -0.2258 0.2148 0.198
```
Forces are in eV/Å.

DFT (wB97M-V/def2-TZVPD) results for 7 unconnected molecules or ions with the total composition C32H77BrN2O13.

Values from the calculation:
Energy above the lowest of the compared OMol25 structures with the same formula, charge and spin, kcal/mol: 0.00
SMILES: [H]/N=C/CN[C@@H](COC)C[C@H](C)Br.COCCOC.COCCOC.COCCOC.COCCOC.COCCOC.COCCOC
2S+1: 1

Geometry as XYZ:
```
125
Properties=species:S:1:pos:R:3:forces:R:3:lowdin_charge:R:1
H -2.248 3.937 4.439 -0.0220 -0.0234 -0.0184 0.128
H 7.622 -0.571 0.693 -0.0318 0.0334 -0.0162 0.090
C 1.675 6.048 0.521 0.0918 -0.2134 0.2399 -0.216
C -5.591 -0.387 6.078 0.1166 0.0207 -0.0156 -0.102
C -3.651 -0.054 1.752 -0.0544 0.0445 -0.0019 -0.099
H 2.395 4.417 -1.318 -0.1575 0.3837 -0.1935 0.116
H -2.362 1.046 0.032 0.0278 -0.0461 0.0091 0.066
H -9.272 -1.184 6.101 -0.0142 -0.0021 -0.0461 0.088
C 8.769 0.843 -2.033 -0.2411 0.0830 -0.0218 -0.206
H -7.098 -6.007 -6.174 0.0344 -0.0227 -0.0303 0.089
H -4.263 -2.165 -0.137 0.0000 0.0215 0.0063 0.087
C -6.433 -5.149 -6.092 0.0257 -0.0401 -0.0385 -0.111
H 1.473 6.476 1.497 -0.1037 0.0494 0.2291 0.114
H 3.681 2.429 0.517 0.0898 -0.1381 0.1152 0.129
H -4.036 -0.562 -1.965 -0.0288 -0.0018 0.0152 0.128
C -1.157 0.880 7.091 -0.0485 -0.0759 -0.0198 -0.110
C 3.322 -3.018 -4.114 -0.0962 -0.1324 -0.1565 -0.206
H 1.932 -5.496 -2.476 -0.0152 -0.0001 -0.0466 0.089
H 6.580 -5.107 -3.289 -0.0270 -0.0464 -0.0298 0.086
H 6.039 2.668 -1.059 0.0500 -0.2498 -0.0075 0.067
H -8.163 1.601 3.428 0.0155 0.0179 0.0121 0.127
H 1.382 2.242 0.521 -0.0073 -0.3378 0.1514 0.095
H -9.969 0.447 6.052 0.0150 0.0186 0.0503 0.088
O 2.683 -4.268 -3.909 0.0725 0.0111 0.0980 -0.190
H -5.999 2.243 4.322 -0.0092 -0.0122 -0.0337 0.124
C 5.981 3.723 -0.801 -0.2277 -0.0093 0.0107 -0.100
O 5.317 -3.529 -2.826 -0.0734 -0.1224 -0.0364 -0.206
C 0.486 2.290 4.389 0.0266 0.0563 0.0292 -0.108
C -3.309 0.773 -0.440 -0.2598 0.0192 -0.0605 -0.224
H -6.320 -1.082 5.655 -0.0123 0.0147 -0.0213 0.085
C -0.104 3.055 -0.763 0.3591 0.0426 -0.5448 -0.672
H -2.915 -4.072 -4.074 0.0141 -0.0221 -0.0128 0.124
C 2.213 -4.449 -2.585 -0.0341 -0.0006 -0.0494 -0.108
H -1.842 2.375 3.708 0.0123 -0.0371 0.0032 0.084
C -6.399 1.256 4.578 0.0797 0.1848 0.1614 -0.206
H 4.855 -5.538 -3.132 0.0004 -0.0043 -0.0225 0.085
C -3.382 -2.511 -0.682 0.0169 -0.0604 -0.0737 -0.097
H 3.796 7.535 -1.497 0.0696 -0.1070 -0.1174 0.051
N 2.199 4.714 0.745 -0.0343 0.2537 -0.3105 0.006
O -2.014 0.960 5.967 0.0862 0.1010 0.0690 -0.196
H -6.672 -4.603 -5.177 0.0044 0.0227 -0.0023 0.083
H 9.738 1.039 -1.565 0.0283 -0.0326 0.0011 0.127
C -0.355 4.160 -1.794 -0.3797 -0.3940 0.2154 -0.122
C -3.707 -4.800 -4.277 -0.0099 0.2211 0.1138 -0.204
C -1.775 2.967 4.627 0.0842 0.2341 0.0743 -0.216
H -3.298 -5.800 -4.104 -0.0091 -0.0316 -0.0209 0.128
H -2.416 0.092 -2.255 -0.0366 0.0218 -0.0124 0.121
H 2.982 -4.211 -1.847 0.0009 0.0154 0.0051 0.083
H -0.403 1.670 7.080 -0.0002 0.0129 0.0036 0.084
O -5.103 -5.638 -6.078 -0.0571 0.0608 0.0907 -0.190
C 8.409 -0.088 0.116 -0.0711 0.0383 0.0214 -0.107
H -0.719 5.046 -1.301 0.1539 0.4664 -0.0051 0.040
O -4.252 0.371 0.541 0.0927 -0.0832 0.0323 -0.183
H -5.603 -6.426 -3.628 0.0117 -0.0087 -0.0054 0.084
H -3.700 -2.981 -1.618 -0.0659 0.0052 0.0230 0.073
H -3.570 2.171 5.462 -0.0081 0.0234 0.0494 0.112
H -6.594 -4.496 -6.957 -0.0242 0.0420 0.0343 0.088
C 8.915 -0.180 -3.137 0.2276 -0.0695 -0.0326 -0.204
C -9.042 -0.129 5.961 -0.0133 -0.0078 -0.0539 -0.112
H 3.000 -2.294 -3.360 0.0228 0.0129 0.0319 0.126
H -4.422 -0.535 2.352 -0.0244 0.0191 -0.0250 0.080
O -0.418 3.218 4.961 -0.0005 -0.1185 -0.0197 -0.189
H -0.656 -0.087 7.056 -0.0363 -0.0182 -0.0123 0.088
H -5.978 0.530 3.877 -0.0227 -0.0208 -0.0121 0.111
H 0.588 2.465 3.313 -0.0205 -0.0653 -0.0152 0.048
C 4.829 -3.147 -4.102 0.1014 0.1811 0.1511 -0.207
Br -1.088 3.449 0.886 -0.0679 0.1094 0.1185 0.759
H -0.568 2.158 -1.142 -0.2502 -0.3402 0.1991 0.061
H -2.864 -3.254 -0.075 0.0545 0.0278 -0.0119 0.091
H -4.699 -6.174 -2.110 -0.0084 -0.0495 -0.0228 0.089
H 0.519 4.379 -2.390 0.2817 0.1016 -0.0466 0.077
H 5.809 -5.139 -1.690 0.0186 0.0454 0.0063 0.091
H -3.255 0.803 2.309 0.0533 -0.0284 0.0093 0.077
C 5.653 -4.902 -2.742 0.0393 0.0550 0.0415 -0.109
C -5.364 -5.705 -2.843 0.0119 0.0558 0.0423 -0.106
H 2.564 8.028 0.188 -0.0655 0.1532 0.1837 0.104
H 5.154 -3.858 -4.868 -0.0248 -0.0330 -0.0121 0.128
H -1.734 0.943 8.020 0.0373 0.0372 0.0207 0.089
O -8.487 0.020 4.667 0.0486 0.0211 0.1013 -0.189
H 7.647 -2.020 -1.847 -0.0277 -0.0058 -0.0397 0.082
H 8.108 -2.787 -3.387 -0.0730 0.0009 0.0260 0.084
C -2.517 2.272 5.745 -0.1684 -0.2423 -0.1754 -0.193
C 1.355 2.706 -0.461 -0.4042 0.5220 0.4244 -0.206
H 9.596 0.213 -3.899 -0.0210 0.0133 0.0068 0.126
O -2.471 -1.452 -0.933 -0.0773 0.0147 0.0635 -0.191
H -6.285 -5.409 -2.342 0.0217 0.0399 0.0144 0.090
H 7.945 -0.358 -3.611 -0.0367 0.0110 0.0061 0.123
O 7.819 0.430 -1.063 0.0899 -0.0427 0.0222 -0.203
C -4.144 -4.656 -5.718 0.0495 -0.1897 -0.1170 -0.206
H 3.008 -2.647 -5.095 0.0152 0.0227 0.0117 0.125
H -2.471 2.863 6.664 0.0384 0.0221 0.0065 0.130
O 9.465 -1.398 -2.663 -0.0958 0.0175 0.0769 -0.186
H 1.673 1.940 -1.159 0.0894 -0.1015 -0.3583 0.122
O -4.770 -4.533 -3.374 -0.0349 -0.1062 -0.0758 -0.211
H -4.613 -0.552 5.613 -0.0085 -0.0585 0.0012 0.084
H 1.670 4.261 1.477 -0.0290 -0.0214 -0.0167 0.078
H 8.840 0.720 0.717 0.0497 -0.0296 0.0026 0.089
H 6.042 4.308 -1.720 0.0261 0.1076 -0.1103 0.086
C 8.485 -2.397 -2.434 0.0434 -0.0140 -0.0305 -0.109
H -8.324 2.034 5.137 0.0139 0.0124 0.0338 0.126
H 5.267 -2.171 -4.340 -0.0079 -0.0095 -0.0220 0.122
H 8.408 1.781 -2.468 0.0285 0.0026 -0.0017 0.122
H -2.846 -0.771 1.574 0.0230 0.0109 -0.0005 0.089
H 6.831 3.952 -0.168 0.1160 0.1494 0.1035 0.084
H -1.145 3.845 -2.468 -0.1466 -0.0330 -0.1405 0.074
H 9.184 -0.824 -0.111 0.0168 0.0064 -0.0077 0.085
H 1.455 2.440 4.863 -0.0129 0.0505 0.0065 0.092
C 2.372 3.839 -0.408 0.6746 -0.4950 0.2976 -0.339
C 2.589 7.004 -0.186 0.0690 0.0662 -0.1773 -0.217
H 0.722 6.079 -0.019 -0.1959 -0.0334 -0.0994 0.092
H -5.503 -0.577 7.146 0.0137 0.0783 0.0129 0.091
H -8.343 0.187 6.739 -0.0023 0.0151 0.0055 0.083
C -3.089 -0.300 -1.484 0.2163 -0.0525 0.0023 -0.203
H 0.166 1.259 4.558 -0.0146 -0.0073 -0.0233 0.086
H 3.883 2.540 -1.223 0.1189 0.0151 -0.2303 0.121
C -7.906 1.296 4.447 -0.0688 -0.1401 -0.1635 -0.202
H 1.330 -3.827 -2.400 0.0197 0.0174 0.0504 0.087
C 3.738 3.135 -0.321 -0.3260 0.0323 0.3444 -0.208
O -5.991 0.963 5.906 -0.0895 -0.0979 -0.0501 -0.199
H -3.708 1.668 -0.930 0.0399 0.0074 0.0007 0.128
N 3.294 6.704 -1.188 0.0782 0.0105 -0.1056 0.110
H 8.962 -3.210 -1.889 0.0554 0.0139 -0.0313 0.092
H -3.274 -4.796 -6.366 0.0027 0.0233 0.0148 0.126
O 4.793 4.028 -0.098 0.1658 0.0409 -0.1184 -0.175
H -4.538 -3.651 -5.893 -0.0168 0.0234 0.0264 0.126
```
Forces are in eV/Å.

Number 1: frontier orbital gap 5.70 eV, HOMO level -4.105 eV, DFT total energy -160108.717 eV. Number 2: frontier orbital gap 8.90 eV, HOMO level -8.481 eV, DFT total energy -134063.950 eV.